The following is a quantum chemistry calculation of a structure of composition C22H15IN4O6RuS4Te, from the Open Molecules 2025 dataset.

The geometry in ORCA input format:
```
! wB97M-V def2-TZVPD RIJCOSX def2/J DEFGRID3
* xyz -2 5
Ru -0.160 -0.797 0.996
S -3.067 -3.717 3.218
C -1.952 -2.810 2.393
S -2.011 -1.055 2.393
S -0.666 -3.380 1.425
Te 2.606 -1.530 0.712
C 3.370 -2.964 2.078
C 4.748 -3.163 2.077
C 5.331 -4.104 2.915
C 4.541 -4.851 3.776
C 3.167 -4.651 3.787
C 2.582 -3.717 2.944
H 5.377 -2.571 1.422
H 6.405 -4.244 2.901
H 4.992 -5.582 4.436
H 2.536 -5.228 4.451
H 1.507 -3.588 2.953
C -3.777 2.218 -1.737
C -2.699 1.850 -0.823
N -1.851 1.551 -0.110
H -3.515 3.139 -2.259
H -4.696 2.376 -1.174
H -3.943 1.434 -2.488
I 1.587 2.796 0.788
C 0.089 3.102 2.221
C -0.217 4.391 2.644
C -1.225 4.532 3.581
C -1.870 3.400 4.057
C -1.479 2.165 3.566
N -0.517 2.021 2.657
H 0.316 5.242 2.245
H -1.503 5.517 3.936
H -2.663 3.469 4.789
H -1.947 1.246 3.902
S 1.548 -0.535 3.875
C 1.102 -0.739 2.373
O 0.937 0.086 -1.026
C -0.068 -0.384 -1.615
O -0.885 -1.143 -1.011
C -0.363 -0.006 -3.030
C 0.671 0.431 -3.854
C 0.333 0.846 -5.136
C -0.965 0.899 -5.599
C -2.000 0.500 -4.736
C -1.677 -0.003 -3.460
N -3.319 0.633 -5.130
O -3.579 1.070 -6.293
O -4.241 0.349 -4.291
N 1.410 1.277 -6.040
O 1.116 1.642 -7.164
O 2.555 1.240 -5.626
H 1.690 0.452 -3.505
H -1.201 1.252 -6.589
H -2.460 -0.365 -2.813
*
```

The HOMO-LUMO gap (alpha / beta) comes out at 4.6 / 6.6 eV. For the HOMO energy (alpha / beta), the calculation gives -1.0 / -3.0 eV. The expectation value of S² is 6.069. For the energy above the lowest of the compared OMol25 structures with the same formula, charge and spin, the calculation gives 63.6 kJ/mol. As for the total energy: -3771.03807 Eh.

Atomic partial charges in e from the natural (NBO) method, atoms 1 to 5: 0.781 -0.207 -0.512 -0.068 -0.103



The following is a quantum chemistry calculation of a cluster of 2 separate species, CH4BrClOP in total at a distorted geometry, from the Open Molecules 2025 dataset.

The geometry in ORCA input format:
```
! wB97M-V def2-TZVPD RIJCOSX def2/J DEFGRID3
* xyz 1 1
C 1.540 0.787 -0.860
O -1.106 -1.032 1.784
P -0.850 -0.739 0.211
Cl -2.051 -1.990 -0.713
Br -1.851 1.223 -0.163
H 2.386 0.182 -1.056
H 1.836 1.647 -0.318
H 0.684 0.561 -1.394
H -0.588 -0.639 2.510
*
```

The HOMO-LUMO gap (alpha / beta) comes out at 6.0 / 7.9 eV. For the HOMO energy (alpha / beta), the calculation gives -14.4 / -14.8 eV. For the energy above the lowest of the compared OMol25 structures with the same formula, charge and spin, the calculation gives 343.7 kJ/mol. As for the total energy: -3490.96103 Eh.

Atomic partial charges in e from the natural (NBO) method, atoms 1 to 5: -0.097 -0.972 1.149 -0.106 -0.124



The following is a quantum chemistry calculation of the ion CH5N2 with charge +2 at a distorted geometry, from the Open Molecules 2025 dataset.

The geometry in ORCA input format:
```
! wB97M-V def2-TZVPD RIJCOSX def2/J DEFGRID3
* xyz 2 2
N 1.070 -0.131 -0.554
C -0.252 -0.141 -0.289
N -0.845 0.105 0.814
H 1.682 0.193 0.137
H 1.316 0.284 -1.420
H -0.993 -0.197 -1.151
H -1.833 0.323 0.710
H -0.238 0.423 1.632
*
```

The HOMO-LUMO gap (alpha / beta) comes out at 14.5 / 10.1 eV. For the HOMO energy (alpha / beta), the calculation gives -26.7 / -27.5 eV. The expectation value of S² is 0.789. For the energy above the lowest of the compared OMol25 structures with the same formula, charge and spin, the calculation gives 92.8 kJ/mol. As for the total energy: -149.72113 Eh.

Atomic partial charges in e from the natural (NBO) method, atoms 1 to 5: -0.214 0.318 -0.347 0.450 0.479



The following is a quantum chemistry calculation of a cluster of 8 separate species, C28H50O15S in total at a distorted geometry, from the Open Molecules 2025 dataset.

The geometry in ORCA input format:
```
! wB97M-V def2-TZVPD RIJCOSX def2/J DEFGRID3
* xyz 0 1
C -5.897 -0.594 -0.904
C -5.217 -1.566 -0.002
C -4.693 -0.845 1.248
O -5.809 -1.016 2.093
C -6.515 -2.036 1.665
O -7.498 -2.516 2.324
O -6.159 -2.474 0.501
H -6.619 0.008 -0.352
H -6.345 -1.276 -1.627
H -5.177 0.031 -1.433
H -4.523 -2.205 -0.547
H -4.482 0.217 1.121
H -4.060 -1.372 1.962
C 1.396 -0.386 0.765
C 0.412 0.342 -0.063
C 0.681 0.437 -1.553
O -0.628 0.129 -2.045
C -1.319 -0.414 -1.091
O -2.382 -1.008 -1.326
O -0.826 -0.251 0.041
H 2.429 -0.128 0.529
H 1.252 -1.463 0.674
H 1.247 -0.151 1.818
H 0.477 1.389 0.234
H 1.365 -0.315 -1.946
H 1.138 1.359 -1.911
C 4.347 0.695 -3.180
C 3.981 0.206 -4.617
C 4.669 -1.050 -5.082
O 3.550 -1.859 -5.502
C 2.491 -1.229 -5.439
O 1.335 -1.651 -5.814
O 2.627 0.039 -4.831
H 5.385 0.988 -3.021
H 4.024 -0.097 -2.504
H 3.825 1.633 -2.992
H 4.303 1.067 -5.202
H 5.225 -1.355 -4.195
H 5.358 -0.924 -5.917
C -0.723 0.200 4.651
C -1.314 -0.462 5.875
O -0.588 -0.658 6.868
C -2.753 -0.652 5.909
H 0.034 0.983 4.683
H -1.583 0.730 4.240
H -0.315 -0.547 3.971
H -3.043 -0.487 6.946
H -3.153 -1.627 5.631
H -3.129 0.192 5.330
C 3.579 -2.960 5.237
C 3.016 -1.917 4.351
O 2.350 -2.176 3.393
C 3.244 -0.438 4.665
H 4.638 -3.182 5.104
H 3.010 -3.826 4.899
H 3.382 -2.851 6.304
H 3.944 -0.331 5.494
H 2.332 0.108 4.906
H 3.743 -0.069 3.770
C -0.190 -3.725 -1.885
C -0.729 -5.137 -2.095
O -0.118 -6.184 -2.308
C -2.214 -5.216 -2.013
H 0.446 -3.497 -2.740
H 0.436 -3.557 -1.009
H -0.956 -2.960 -1.752
H -2.502 -5.080 -0.970
H -2.515 -6.232 -2.269
H -2.600 -4.585 -2.813
C -0.717 1.912 -4.621
C -1.783 1.025 -5.366
O -2.846 0.824 -4.787
C -1.538 0.587 -6.822
H -0.117 2.536 -5.284
H -0.047 1.097 -4.348
H -1.134 2.247 -3.671
H -0.479 0.449 -7.039
H -1.822 1.374 -7.521
H -2.134 -0.306 -7.010
C 0.437 5.555 2.393
C 1.535 6.047 1.481
C 2.853 5.466 2.237
S 2.472 3.680 2.297
O 2.954 2.910 3.513
O 2.676 3.207 0.932
C 0.614 4.010 2.392
H -0.557 5.759 1.995
H 0.421 6.084 3.346
H 1.745 7.112 1.390
H 1.369 5.645 0.482
H 2.968 5.889 3.235
H 3.769 5.631 1.670
H 0.185 3.527 3.271
H 0.077 3.516 1.582
*
```

The HOMO-LUMO gap comes out at 9.1 eV. For the HOMO energy, the calculation gives -9.2 eV. Its SMILES is C[C@H]1COC(=O)O1.C[C@H]1COC(=O)O1.C[C@H]1COC(=O)O1.O=S1(=O)CCCC1.CC(C)=O.CC(C)=O.CC(C)=O.CC(C)=O. For the energy above the lowest of the compared OMol25 structures with the same formula, charge and spin, the calculation gives 429.5 kJ/mol. As for the total energy: -2623.54047 Eh.

Atomic partial charges in e from the Mulliken method, atoms 1 to 5: -1.310 0.647 -0.212 -0.348 0.560



The following is a quantum chemistry calculation of a structure of composition C41H59Cl54F4I2NO2P at a distorted geometry, from the Open Molecules 2025 dataset.

The geometry in ORCA input format:
```
! wB97M-V def2-TZVPD RIJCOSX def2/J DEFGRID3
* xyz 1 1
C 3.513 -2.616 1.315
C 4.518 -2.417 0.162
C 4.142 -1.265 -0.781
C 4.764 0.104 -0.394
C 3.679 1.139 -0.104
C 4.117 2.591 -0.298
C 2.944 3.585 -0.244
C 2.176 3.591 -1.574
C 1.225 4.777 -1.742
C -0.062 4.756 -0.875
C -0.490 3.401 -0.337
C -1.329 2.614 -1.359
C -0.717 2.110 -2.635
O -1.781 1.889 -3.570
C -1.362 1.636 -4.837
F -0.409 0.692 -4.874
F -0.850 2.734 -5.409
F -2.392 1.226 -5.554
N -2.234 1.684 -0.610
C -1.752 0.333 -0.226
I 0.303 0.090 0.166
C -2.626 -0.678 -0.112
C -4.108 -0.539 -0.344
I -2.019 -2.609 0.433
C -2.794 2.576 0.472
C -3.971 3.437 0.051
C -5.184 2.725 -0.572
C -5.862 3.706 -1.533
F -5.043 3.749 -2.674
C -1.526 3.427 0.880
P -1.674 5.021 1.804
C -2.869 4.672 3.143
O -2.454 6.126 0.827
H 2.853 -3.465 1.118
H 2.874 -1.737 1.430
H 4.019 -2.852 2.252
H 5.539 -2.339 0.534
H 4.496 -3.338 -0.431
H 3.050 -1.176 -0.749
H 4.385 -1.537 -1.811
H 5.399 -0.031 0.484
H 5.403 0.407 -1.222
H 3.298 1.032 0.919
H 2.858 0.965 -0.808
H 4.905 2.882 0.402
H 4.576 2.657 -1.292
H 3.385 4.576 -0.112
H 2.302 3.313 0.599
H 2.925 3.667 -2.368
H 1.698 2.617 -1.710
H 0.984 4.886 -2.802
H 1.793 5.668 -1.465
H 0.047 5.501 -0.089
H -0.882 5.108 -1.518
H 0.299 2.790 0.084
H -2.020 3.393 -1.702
H -0.124 1.210 -2.461
H -0.034 2.867 -3.021
H -2.976 1.491 -1.298
H -4.478 0.337 0.186
H -4.365 -0.537 -1.406
H -4.612 -1.392 0.104
H -2.978 1.992 1.374
H -3.614 4.145 -0.702
H -4.321 4.023 0.898
H -4.907 1.863 -1.177
H -5.900 2.410 0.189
H -5.850 4.703 -1.093
H -6.865 3.388 -1.791
H -1.052 2.810 1.653
H -3.468 5.558 3.390
H -2.290 4.401 4.025
H -3.566 3.862 2.907
H -2.361 5.882 -0.104
C -4.063 2.384 8.785
Cl -2.816 3.450 9.431
Cl -5.393 3.312 8.093
Cl -3.390 1.270 7.592
H -4.454 1.796 9.605
C -0.605 -5.086 3.201
Cl -1.591 -6.279 4.047
Cl -0.099 -3.816 4.312
Cl 0.792 -5.848 2.439
H -1.216 -4.654 2.420
C 8.305 -4.414 1.959
Cl 8.350 -2.950 0.975
Cl 6.640 -4.944 2.217
Cl 9.259 -5.690 1.208
H 8.742 -4.190 2.923
C -8.416 -0.101 -1.123
Cl -7.605 -1.487 -0.388
Cl -9.182 0.922 0.087
Cl -7.274 0.845 -2.093
H -9.182 -0.486 -1.781
C 9.155 0.475 -1.065
Cl 8.570 1.626 0.140
Cl 7.885 -0.674 -1.493
Cl 9.761 1.317 -2.486
H 9.978 -0.081 -0.628
C -7.572 7.852 -1.153
Cl -7.907 8.971 0.157
Cl -5.866 7.899 -1.609
Cl -8.048 6.207 -0.717
H -8.160 8.152 -2.011
C -12.450 -2.217 -1.356
Cl -12.562 -1.598 -3.003
Cl -10.758 -2.367 -0.868
Cl -13.335 -1.187 -0.234
H -12.893 -3.204 -1.334
C -4.047 8.707 4.594
Cl -4.005 7.655 6.010
Cl -3.441 7.851 3.168
Cl -5.671 9.322 4.323
H -3.394 9.549 4.781
C -8.302 -5.714 -2.235
Cl -7.326 -6.618 -1.082
Cl -10.021 -5.953 -1.927
Cl -7.891 -3.991 -2.200
H -8.081 -6.091 -3.224
C 11.278 -5.746 4.730
Cl 11.360 -4.282 3.746
Cl 9.597 -6.239 4.961
Cl 12.218 -7.042 4.001
H 11.700 -5.523 5.701
C -9.388 -8.774 -4.491
Cl -9.346 -7.169 -5.237
Cl -11.028 -9.195 -4.011
Cl -8.715 -9.985 -5.576
H -8.775 -8.743 -3.599
C -4.779 -2.457 5.803
Cl -3.225 -3.003 5.173
Cl -4.612 -1.851 7.447
Cl -5.493 -1.238 4.740
H -5.447 -3.308 5.835
C -7.430 -10.589 0.398
Cl -7.709 -9.859 -1.186
Cl -5.689 -10.702 0.661
Cl -8.206 -9.652 1.671
H -7.852 -11.586 0.404
C 11.460 2.738 -5.661
Cl 12.288 1.486 -4.731
Cl 10.520 3.783 -4.592
Cl 12.615 3.682 -6.599
H 10.779 2.256 -6.349
C -1.978 -8.770 -1.431
Cl -2.280 -7.178 -2.145
Cl -3.465 -9.418 -0.740
Cl -1.303 -9.870 -2.628
H -1.254 -8.651 -0.636
C 11.904 6.478 -1.560
Cl 11.501 4.763 -1.532
Cl 13.589 6.719 -2.020
Cl 10.826 7.354 -2.650
H 11.768 6.874 -0.563
C 12.679 0.527 1.489
Cl 12.091 1.660 2.701
Cl 11.432 -0.666 1.096
Cl 13.199 1.372 0.034
H 13.529 -0.002 1.901
C 8.558 -4.901 -2.498
Cl 9.801 -3.652 -2.487
Cl 7.110 -4.331 -3.335
Cl 9.162 -6.387 -3.226
H 8.290 -5.113 -1.471
*
```

The HOMO-LUMO gap comes out at 8.0 eV. For the HOMO energy, the calculation gives -10.7 eV. As for the total energy: -27989.10901 Eh.

Atomic partial charges in e from the Mulliken method, atoms 1 to 5: -1.053 0.038 -0.553 -0.608 0.188



The following is a quantum chemistry calculation of a structure of composition C32H42BCuN8S2 at a distorted geometry, from the Open Molecules 2025 dataset.

The geometry in ORCA input format:
```
! wB97M-V def2-TZVPD RIJCOSX def2/J DEFGRID3
* xyz -1 2
Cu 0.161 0.694 -0.104
C -2.599 -3.591 -2.727
C -2.397 -2.135 -2.504
C -2.916 -1.105 -3.240
C -2.464 0.059 -2.617
N -1.699 -0.259 -1.563
N -1.671 -1.612 -1.498
B -0.953 -2.373 -0.404
N 0.540 -2.292 -0.592
N 1.206 -1.162 -0.261
C 2.518 -1.452 -0.259
C 2.685 -2.787 -0.661
C 1.399 -3.267 -0.874
C 0.945 -4.643 -1.294
C 3.599 -0.499 0.104
C 4.179 0.097 -1.170
C 3.058 0.546 1.074
C 4.738 -1.264 0.816
N -1.364 -1.900 1.021
N -1.134 -0.694 1.631
C -1.624 -0.801 2.884
C -2.167 -2.068 3.082
C -1.995 -2.713 1.889
C -2.425 -4.132 1.645
C -1.613 0.251 3.946
C -3.053 0.544 4.376
C -0.976 1.533 3.469
C -0.797 -0.322 5.104
C -2.870 1.447 -3.007
C -2.501 2.368 -1.861
C -4.396 1.468 -3.257
C -2.172 1.828 -4.336
H -3.252 -3.716 -3.597
H -1.664 -4.120 -2.893
H -3.110 -4.032 -1.847
H -3.628 -1.167 -4.053
H -1.283 -3.498 -0.461
H 3.607 -3.323 -0.793
H 1.788 -5.312 -1.305
H 0.227 -5.019 -0.581
H 0.462 -4.592 -2.284
H 3.381 0.476 -1.767
H 4.920 0.858 -0.931
H 4.660 -0.708 -1.729
H 2.286 1.159 0.614
H 2.579 0.077 1.955
H 3.805 1.189 1.489
H 5.137 -2.050 0.179
H 5.548 -0.593 1.073
H 4.344 -1.737 1.729
H -2.651 -2.487 3.943
H -2.938 -4.514 2.526
H -3.129 -4.210 0.808
H -1.593 -4.813 1.435
H -3.643 0.855 3.512
H -3.561 -0.349 4.745
H -3.104 1.308 5.166
H -1.611 1.981 2.721
H -0.827 2.247 4.280
H -0.003 1.327 3.011
H -1.263 -1.212 5.553
H 0.184 -0.627 4.757
H -0.694 0.409 5.905
H -2.910 2.001 -0.897
H -1.419 2.400 -1.761
H -2.861 3.388 -2.020
H -4.947 1.122 -2.356
H -4.708 2.488 -3.506
H -4.634 0.848 -4.118
H -1.071 1.758 -4.229
H -2.494 1.131 -5.128
H -2.448 2.855 -4.622
S 1.153 1.718 -1.996
C 1.942 2.967 -1.081
C 3.197 3.424 -1.502
C 3.851 4.418 -0.757
C 5.143 4.902 -1.184
N 6.149 5.333 -1.561
C 3.228 4.920 0.393
C 1.965 4.466 0.792
C 1.307 3.480 0.085
S -0.202 2.819 0.652
C 3.943 5.770 1.332
N 4.449 6.359 2.187
H 3.631 2.978 -2.379
H 1.522 4.884 1.681
*
```

The HOMO-LUMO gap (alpha / beta) comes out at 7.3 / 6.4 eV. For the HOMO energy (alpha / beta), the calculation gives -5.0 / -4.9 eV. The expectation value of S² is 0.757. As for the total energy: -4144.56581 Eh.

Atomic partial charges in e from the Mulliken method, atoms 1 to 5: 0.692 -1.254 0.464 -1.002 -0.498



Q: Which formula does entry 4 have?
A: C28H50O15S